# 1
Density functional theory data (wB97M-V/def2-TZVPD) for a single C3H6N2O3 molecule at a distorted geometry.

Each line ends with the Mulliken charge.
Cartesian coordinates (Å):
O  0.352  -1.324  1.804  -0.56
N  1.160  -0.707  1.142  0.90
O  2.328  -0.991  1.002  -0.56
C  0.667  0.476  0.428  -0.20
C  0.480  -0.038  -1.336  -0.43
O  -0.809  0.379  -1.550  -0.37
C  -1.525  0.225  -0.359  -0.27
N  -0.676  0.826  0.677  -0.40
H  1.393  1.283  0.481  0.35
H  1.188  0.495  -1.959  0.31
H  0.625  -1.120  -1.330  0.33
H  -1.736  -0.842  -0.155  0.31
H  -2.461  0.780  -0.451  0.28
H  -0.985  0.560  1.605  0.30

Forces on atoms 1 to 2 (eV/Å):
0.0 -0.4 0.2
0.1 -0.1 0.2

SMILES: O=[N+]([O-])[C@H]1COCN1
Energy above the lowest of the compared OMol25 structures with the same formula, charge and spin (kcal per mole): 120.19

# 2
Density functional theory data (wB97M-V/def2-TZVPD) for 2 unconnected molecules or ions with the total composition C3H6N2O3 at a distorted geometry.

Each line ends with the Mulliken charge.
Cartesian coordinates (Å):
C  -2.227  0.407  -0.059  -1.00
C  -1.059  -0.559  0.313  0.75
C  2.165  -0.852  0.161  0.13
H  -3.169  0.423  0.558  0.31
H  -2.034  1.576  -0.029  0.23
H  -2.514  0.154  -1.109  0.30
H  0.218  -0.072  -1.435  0.34
H  2.917  -1.498  0.610  0.37
H  2.331  2.065  -0.060  0.45
N  -0.123  -0.833  -0.704  -0.24
N  2.308  0.368  0.601  -0.34
O  -0.859  -1.042  1.377  -0.53
O  0.996  -1.564  -0.369  -0.23
O  1.051  1.428  0.146  -0.54

Forces on atoms 1 to 2 (eV/Å):
-0.5 1.7 -0.9
0.5 1.8 -0.4

Energy above the lowest of the compared OMol25 structures with the same formula, charge and spin (kcal per mole): 214.01

# 3
Density functional theory data (wB97M-V/def2-TZVPD) for a molecular structure, C3H6N2OS at a distorted geometry.

Each line ends with the Mulliken charge.
Cartesian coordinates (Å):
C  -0.855  0.972  -0.411  -0.43
C  0.801  -0.787  0.992  -0.16
C  -0.239  1.246  0.933  -0.39
N  0.881  0.445  1.297  -0.38
N  0.550  -1.878  -1.302  -0.55
O  -1.128  -2.385  0.722  -0.63
S  -0.494  -1.320  -0.049  0.55
H  -1.927  1.104  -0.196  0.20
H  1.618  -1.404  1.270  0.45
H  -0.102  2.270  0.866  0.40
H  -0.938  0.870  1.751  0.31
H  0.026  -2.205  -2.120  0.28
H  0.975  -0.951  -1.495  0.34

Forces on atoms 1 to 2 (eV/Å):
0.3 -1.4 0.0
1.1 2.7 -0.4

Energy above the lowest of the compared OMol25 structures with the same formula, charge and spin (kcal per mole): 161.90

# 4
Density functional theory data (wB97M-V/def2-TZVPD) for a single C3H6N2OS molecule at a distorted geometry.

Each line ends with the Mulliken charge.
Cartesian coordinates (Å):
H  -2.292  -1.088  -0.307  0.26
N  -1.285  -1.197  -0.274  -0.71
C  -0.613  -0.140  -0.188  0.61
N  0.739  -0.057  -0.308  -0.27
C  1.329  -1.267  -0.945  -0.82
S  -1.550  1.443  0.060  -0.16
C  -0.767  1.994  1.615  0.04
O  -0.823  3.150  1.965  -0.43
H  1.151  0.821  -0.556  0.24
H  0.589  -2.061  -0.759  0.33
H  1.495  -1.290  -2.060  0.26
H  2.297  -1.533  -0.440  0.27
H  -0.269  1.225  2.198  0.37

Forces on atoms 1 to 2 (eV/Å):
0.2 0.3 0.5
0.0 -0.9 -0.6

SMILES: [H]/N=C(/NC)SC=O
Energy above the lowest of the compared OMol25 structures with the same formula, charge and spin (kcal per mole): 42.69

# 5
Density functional theory data (wB97M-V/def2-TZVPD) for a single C3H6N2OS molecule at a distorted geometry.

Each line ends with the Mulliken charge.
Cartesian coordinates (Å):
C  1.422  1.273  0.490  -0.78
N  0.403  1.416  -0.532  -0.35
C  -0.598  0.712  -0.725  0.05
N  -0.902  -0.641  -0.208  0.12
O  -2.168  -0.782  0.335  -0.42
C  -0.079  -1.670  0.025  -0.13
S  1.569  -1.755  -0.309  -0.32
H  1.905  2.302  0.545  0.29
H  2.291  0.695  0.186  0.30
H  1.049  0.812  1.493  0.28
H  -1.488  1.116  -1.262  0.27
H  -2.685  -0.985  -0.469  0.36
H  -0.718  -2.493  0.434  0.33

Forces on atoms 1 to 2 (eV/Å):
0.6 0.7 0.8
0.3 0.4 0.5

SMILES: C/N=C\N(O)C=S
Energy above the lowest of the compared OMol25 structures with the same formula, charge and spin (kcal per mole): 98.78

# 6
Density functional theory data (wB97M-V/def2-TZVPD) for a single C3H6N2OS molecule.

Each line ends with the Mulliken charge.
Cartesian coordinates (Å):
N  0.519  -2.491  -0.449  -0.51
N  0.179  -1.708  0.685  -0.32
C  -0.035  -0.492  0.417  0.52
O  -0.406  0.372  1.387  -0.35
C  -0.172  1.720  1.016  -0.45
C  -0.479  1.852  -0.467  -0.42
S  0.120  0.293  -1.179  -0.13
H  1.448  -2.235  -0.780  0.22
H  0.603  -3.456  -0.119  0.26
H  0.863  1.991  1.215  0.29
H  -0.831  2.332  1.618  0.26
H  0.033  2.700  -0.950  0.34
H  -1.565  1.923  -0.660  0.29

Forces on atoms 1 to 2 (eV/Å):
0.1 -0.4 0.1
0.0 0.3 -0.1

SMILES: N/N=C1/OCCS1
Energy above the lowest of the compared OMol25 structures with the same formula, charge and spin (kcal per mole): 50.16